a.
The following is a DFT calculation (the ωB97M-V functional and the def2-TZVPD basis) of a cluster of 2 separate species, C2H8OS in total.

The LUMO energy is 0.8 eV.

```
12
C2H8OS (the ωB97M-V functional and the def2-TZVPD basis)
C 0.018 2.694 -2.285
S 0.022 3.177 -0.551
H -0.447 1.752 -2.584
H -0.383 3.428 -2.936
H 1.070 2.628 -2.582
H -0.429 2.040 -0.008
C 0.386 -2.704 1.679
O -0.786 -1.930 1.985
H 0.470 -2.747 0.597
H 1.211 -2.176 2.154
H 0.277 -3.750 1.991
H -1.409 -2.410 2.540
```

Charges computed using Löwdin, reported in e: -0.516 0.625 0.039 0.003 0.017 -0.167 -0.147 -0.142 0.069 0.075 0.078 0.067


b.
The following is a DFT calculation (the ωB97M-V functional and the def2-TZVPD basis) of a cluster of 2 separate species, C2H8OS in total.

The LUMO energy is 0.7 eV.

```
12
C2H8OS (the ωB97M-V functional and the def2-TZVPD basis)
S -1.898 -1.641 -0.481
H -1.992 -2.690 0.381
H -0.608 -1.997 -0.697
C 1.676 0.914 0.060
O 1.073 0.194 1.127
C 1.138 2.327 -0.129
H 1.661 0.381 -0.898
H 2.756 0.945 0.238
H 0.376 -0.305 0.706
H 0.353 2.628 0.562
H 0.652 2.420 -1.100
H 1.935 3.070 -0.162
```

Charges computed using Löwdin, reported in e: 0.475 -0.197 -0.211 -0.324 -0.079 -0.087 0.105 0.105 0.011 0.074 0.061 0.067


Relative energies, in hartree, with the most stable structure set to zero: a 0.0103; b 0.0000.


a.
The following is a DFT calculation (the ωB97M-V functional and the def2-TZVPD basis) of a cluster of 2 separate species, C2H8OS in total.

The LUMO energy is 0.9 eV.

```
12
C2H8OS (the ωB97M-V functional and the def2-TZVPD basis)
S -2.062 2.227 1.234
H -2.213 1.583 0.058
H -0.845 2.639 0.929
C 1.087 -0.231 -0.186
O 0.178 0.837 -0.485
C 0.373 -1.566 -0.086
H 1.693 0.022 0.674
H 1.838 -0.186 -1.005
H -0.599 0.393 -0.831
H -0.369 -1.589 0.707
H 1.077 -2.383 0.024
H -0.156 -1.745 -1.034
```

Charges computed using Löwdin, reported in e: 0.494 -0.221 -0.229 -0.306 -0.144 -0.085 0.105 0.113 0.045 0.078 0.073 0.080


b.
The following is a DFT calculation (the ωB97M-V functional and the def2-TZVPD basis) of a cluster of 2 separate species, C2H8OS in total.

The LUMO energy is 0.8 eV.

```
12
C2H8OS (the ωB97M-V functional and the def2-TZVPD basis)
S 1.410 0.290 2.827
H 1.936 -0.728 2.200
H 0.402 -0.422 2.828
C -0.972 -0.553 -1.666
O -0.223 -0.442 -2.928
C -1.604 0.698 -1.235
H -0.251 -0.961 -0.989
H -1.801 -1.439 -1.728
H -0.311 -1.320 -3.459
H -0.969 1.565 -1.322
H -1.796 0.531 -0.183
H -2.526 0.790 -1.743
```

Charges computed using Löwdin, reported in e: 0.543 -0.233 -0.312 -0.337 -0.137 -0.102 0.082 0.152 0.121 0.083 0.077 0.063


c.
The following is a DFT calculation (the ωB97M-V functional and the def2-TZVPD basis) of a structure of composition C2H8OS.

The LUMO energy is -1.0 eV.

```
12
C2H8OS (the ωB97M-V functional and the def2-TZVPD basis)
O 1.958 0.575 -1.713
H 1.395 0.922 -1.005
H 1.674 -0.325 -1.478
H 0.475 2.915 -0.314
C -0.666 -1.298 1.472
C -0.926 -0.420 0.394
S -0.953 -1.793 -0.751
H 0.341 -1.367 1.876
H 0.155 2.428 -0.773
H -1.295 -2.157 1.676
H -0.272 0.424 0.187
H -1.887 0.095 0.428
```

Charges computed using Löwdin, reported in e: -0.088 -0.050 0.013 0.071 -0.068 -0.762 0.632 0.076 0.040 0.042 0.020 0.075


Relative energies, in hartree, with the most stable structure set to zero: a 0.0000; b 0.0244; c 0.1025.


a.
The following is a DFT calculation (the ωB97M-V functional and the def2-TZVPD basis) of the molecule C5H6N2O.

The LUMO energy is 0.7 eV.

```
14
C5H6N2O (the ωB97M-V functional and the def2-TZVPD basis)
C -2.032 -1.047 0.047
C -0.836 -0.440 -0.057
C 0.510 1.578 -0.023
C 1.703 0.928 0.148
C 1.688 -0.555 0.003
H -2.955 -0.446 -0.044
H -2.203 -2.113 0.070
H -1.587 1.411 0.163
H 0.387 2.691 -0.022
H 2.650 1.456 -0.017
H 0.311 -2.123 -0.033
N -0.736 0.971 -0.169
N 0.396 -1.098 0.031
O 2.704 -1.212 -0.099
```

Charges computed using Löwdin, reported in e: 0.023 -0.369 -0.094 -0.001 -0.471 0.057 0.045 0.141 0.131 0.111 0.166 0.057 0.144 0.060


b.
The following is a DFT calculation (the ωB97M-V functional and the def2-TZVPD basis) of a structure of composition C5H6N2O.

The LUMO energy is -0.5 eV.

```
14
C5H6N2O (the ωB97M-V functional and the def2-TZVPD basis)
C -1.669 -0.401 -0.137
C 0.453 0.293 0.124
C 1.910 0.158 0.274
C 2.545 -0.948 -0.247
C -0.353 1.366 -0.058
H -3.626 -1.344 0.576
H 2.562 1.017 0.210
H 3.598 -1.247 0.085
H 1.970 -1.773 -0.605
H -0.233 2.372 -0.368
H -2.534 1.688 0.188
N -0.437 -0.777 0.127
N -1.718 0.959 -0.153
O -2.468 -1.362 -0.016
```

Charges computed using Löwdin, reported in e: -0.596 -0.301 -0.114 0.010 -0.084 0.328 0.088 0.076 0.031 0.091 0.225 0.143 0.080 0.022


Relative energies, in hartree, with the most stable structure set to zero: a 0.0000; b 0.1505.